<i>
Density functional theory data (ωB97M-V/def2-TZVPD) for a cluster of 2 separate species, C3H7NO in total.

CARTESIAN COORDINATES (ANGSTROEM)
C: -1.253 0.966 -0.516
C: -0.040 0.552 -0.765
N: 0.383 -0.724 -0.389
C: -0.083 -1.910 -0.553
H: -1.903 0.245 0.040
H: -1.742 1.923 -0.902
H: 0.719 0.999 -1.480
H: 0.525 -2.729 -0.382
H: -1.118 -2.093 -0.902
O: 1.680 0.934 2.329
H: 0.874 0.444 2.012
H: 1.957 1.393 1.506

Summary:
Multiplicity: 1
Total charge: 0
LUMO level in eV: 0.536
Highest occupied orbital energy in eV: -9.143
HOMO-LUMO gap in eV: 9.679

<ii>
Density functional theory data (ωB97M-V/def2-TZVPD) for a cluster of 2 separate species, C3H7NO in total.

CARTESIAN COORDINATES (ANGSTROEM)
C: 2.013 -0.432 0.483
C: -1.593 -0.741 -0.272
C: -0.502 1.357 -0.209
N: 2.104 0.472 -0.364
O: -0.924 0.270 0.439
H: 2.875 -1.038 0.807
H: 1.120 -0.539 1.191
H: -0.667 -1.355 -0.493
H: -2.100 -0.232 -1.189
H: -2.245 -1.177 0.563
H: -0.221 1.403 -1.334
H: 0.140 2.012 0.378

Summary:
Multiplicity: 1
Total charge: 0
LUMO level (spin up / spin down) in eV: 0.758 / -0.085
Highest occupied orbital energy (spin up / spin down) in eV: -9.317 / -7.247
HOMO-LUMO gap (spin up / spin down) in eV: 10.075 / 7.162

<iii>
Density functional theory data (ωB97M-V/def2-TZVPD) for a cluster of 2 separate species, C3H7NO in total.

CARTESIAN COORDINATES (ANGSTROEM)
C: 1.616 -2.132 0.118
N: 1.155 -1.177 -0.610
C: 2.047 -0.003 -0.569
H: 0.932 -2.966 -0.049
H: 2.314 -1.931 0.930
H: 1.665 0.831 0.028
H: 2.064 0.549 -1.514
H: 3.081 -0.180 -0.266
C: -3.716 1.788 0.470
O: -4.898 1.790 0.299
H: -3.069 1.087 -0.101
H: -3.190 2.343 1.265

Summary:
Multiplicity: 1
Total charge: 0
LUMO level in eV: 0.838
Highest occupied orbital energy in eV: -10.116
HOMO-LUMO gap in eV: 10.953

<iv>
Density functional theory data (ωB97M-V/def2-TZVPD) for an isolated molecule of C3H7NO.

CARTESIAN COORDINATES (ANGSTROEM)
C: -1.552 0.217 0.070
C: -0.278 -0.504 0.510
C: 0.931 0.365 0.209
N: 1.798 -0.125 -0.725
O: 1.101 1.441 0.755
H: -2.437 -0.383 0.299
H: -1.630 1.179 0.585
H: -1.538 0.410 -1.009
H: -0.202 -1.487 0.031
H: -0.300 -0.664 1.594
H: 1.574 -0.937 -1.277
H: 2.534 0.488 -1.042

Summary:
Multiplicity: 1
Total charge: 0
LUMO level in eV: 0.916
Highest occupied orbital energy in eV: -9.768
HOMO-LUMO gap in eV: 10.684

Which structure is most stable? <iv>, by 2.924 eV over the runner-up.

<i>
Density functional theory data (ωB97M-V/def2-TZVPD) for a cluster of 2 separate species, C3H7NO in total.

CARTESIAN COORDINATES (ANGSTROEM)
C: -1.947 1.970 -0.637
C: -2.367 0.799 -1.083
O: -3.479 0.641 -1.862
H: -0.987 2.027 -0.145
H: -2.599 2.830 -0.610
H: -1.849 -0.116 -0.803
H: -3.952 -0.136 -1.544
C: 3.695 -1.342 1.481
N: 2.632 -2.011 1.476
H: 3.782 -0.460 2.115
H: 4.623 -1.648 0.978
H: 2.449 -2.553 0.635

Summary:
Multiplicity: 1
Total charge: 0
LUMO level in eV: 0.882
Highest occupied orbital energy in eV: -9.204
HOMO-LUMO gap in eV: 10.086

<ii>
Density functional theory data (ωB97M-V/def2-TZVPD) for an isolated molecule of C3H7NO.

CARTESIAN COORDINATES (ANGSTROEM)
C: 1.706 -0.422 -0.219
C: 0.588 0.596 0.116
C: -0.709 -0.081 0.281
N: -1.731 0.441 -0.216
O: -2.831 -0.407 -0.048
H: 1.531 -0.994 -1.134
H: 1.910 -1.160 0.601
H: 2.612 0.258 -0.208
H: 0.768 1.148 1.068
H: 0.461 1.335 -0.749
H: -0.705 -1.089 0.767
H: -3.601 0.375 -0.259

Summary:
Multiplicity: 1
Total charge: 0
LUMO level in eV: 1.106
Highest occupied orbital energy in eV: -9.596
HOMO-LUMO gap in eV: 10.702

Which structure is most stable? <i>, by 0.112 eV over the runner-up.